# 1
137
Properties=species:S:1:pos:R:3 method="wB97M-V/def2-TZVPD" orbital_gap_ha="0.2836 / 0.2031" spin_multiplicity=6 total_charge=+2
Ir -0.10 1.68 -0.39
O -0.09 1.16 1.82
C 0.60 1.25 2.86
C 0.12 0.58 4.05
C 0.78 0.70 5.22
C 1.96 1.48 5.28
C 2.47 2.11 4.15
C 1.84 2.00 2.92
C 2.40 2.59 1.72
N 1.96 2.46 0.47
C 2.86 3.11 -0.33
C 3.85 3.66 0.44
N 3.54 3.33 1.72
H -0.79 0.00 3.95
H 0.41 0.21 6.11
H 2.49 1.58 6.22
H 3.39 2.67 4.26
H 2.74 3.14 -1.40
H 4.72 4.23 0.17
H 4.09 3.58 2.53
C 5.96 0.82 -0.58
C 5.22 0.63 -1.74
C 3.94 0.11 -1.62
N 3.39 -0.20 -0.45
C 4.09 0.00 0.66
C 5.38 0.51 0.65
H 6.97 1.21 -0.63
H 5.64 0.86 -2.71
H 3.33 -0.07 -2.51
H 3.61 -0.29 1.59
H 5.94 0.63 1.57
N 1.39 -0.05 -4.11
C 1.80 1.24 -4.37
C 1.42 1.96 -3.29
N 0.78 1.13 -2.38
C 0.78 -0.08 -2.92
H 1.49 -0.85 -4.72
H 2.29 1.52 -5.29
H 1.49 3.02 -3.15
H 0.41 -0.99 -2.47
C -0.37 7.31 1.30
N -0.19 6.21 0.36
C 0.12 6.36 -1.05
C 0.14 4.91 -1.51
O 0.37 4.55 -2.64
N -0.15 4.09 -0.44
C -0.35 4.91 0.60
N -0.69 4.46 1.82
H 0.21 8.16 0.95
H 0.01 7.03 2.28
H -1.41 7.61 1.39
H 1.08 6.85 -1.22
H -0.65 6.92 -1.59
H -0.96 3.50 1.88
H -1.06 5.09 2.51
C -2.72 2.09 -3.12
C -3.50 2.46 -1.85
C -3.21 3.93 -1.52
C -5.00 2.38 -2.17
P -2.79 1.45 -0.42
C -3.70 1.96 1.09
C -3.02 2.14 2.29
C -3.68 2.48 3.46
C -5.06 2.63 3.46
C -5.76 2.42 2.29
C -5.10 2.08 1.12
C -3.18 -0.38 -0.52
C -2.32 -1.00 -1.61
C -4.64 -0.77 -0.77
C -2.74 -0.97 0.83
H -2.86 2.87 -3.87
H -3.08 1.15 -3.56
H -1.64 2.00 -2.95
H -3.58 4.55 -2.34
H -2.14 4.11 -1.41
H -3.72 4.24 -0.60
H -5.15 2.88 -3.13
H -5.60 2.93 -1.44
H -5.39 1.38 -2.26
H -1.96 1.95 2.31
H -3.12 2.60 4.38
H -5.58 2.89 4.37
H -6.84 2.50 2.28
H -5.69 1.89 0.24
H -2.60 -0.66 -2.61
H -2.42 -2.08 -1.57
H -1.27 -0.78 -1.43
H -4.96 -0.54 -1.78
H -5.33 -0.32 -0.06
H -4.72 -1.85 -0.65
H -1.71 -0.69 1.09
H -2.77 -2.06 0.77
H -3.40 -0.65 1.64
C 0.15 -5.92 -1.84
C -0.55 -4.64 -2.29
C -0.40 -4.46 -3.79
C -2.01 -4.69 -1.89
O 0.08 -3.46 -1.70
Si 0.77 -3.29 -0.22
S 0.96 -1.15 0.06
O -0.29 -3.80 0.89
C -0.29 -4.15 2.30
C -1.53 -5.01 2.49
C -0.39 -2.87 3.11
C 0.97 -4.92 2.66
O 2.19 -4.03 0.00
C 3.50 -4.15 -0.61
C 3.86 -5.62 -0.68
C 4.48 -3.44 0.31
C 3.49 -3.52 -2.00
H -0.26 -6.77 -2.37
H 0.02 -6.08 -0.77
H 1.22 -5.87 -2.06
H -0.91 -5.27 -4.33
H 0.65 -4.47 -4.09
H -0.85 -3.51 -4.10
H -2.44 -5.66 -2.18
H -2.59 -3.92 -2.39
H -2.12 -4.58 -0.81
H -2.41 -4.49 2.12
H -1.67 -5.23 3.55
H -1.43 -5.95 1.95
H -1.31 -2.33 2.87
H 0.46 -2.21 2.88
H -0.38 -3.10 4.18
H 1.09 -5.79 2.00
H 0.89 -5.28 3.69
H 1.86 -4.30 2.58
H 3.72 -6.08 0.30
H 4.91 -5.74 -0.96
H 3.25 -6.16 -1.40
H 4.56 -3.98 1.26
H 4.13 -2.43 0.52
H 5.47 -3.39 -0.15
H 2.77 -4.03 -2.65
H 4.48 -3.59 -2.45
H 3.20 -2.46 -1.93

# 2
166
Properties=species:S:1:pos:R:3 method="wB97M-V/def2-TZVPD" orbital_gap_ha=0.3106 spin_multiplicity=1
O -3.61 2.96 -2.01
C -4.07 2.55 -2.99
C -5.54 2.52 -3.21
C -6.09 1.11 -3.17
C -7.51 0.98 -3.62
O -7.74 1.60 -4.91
S -7.96 0.52 -6.03
O -8.91 1.01 -6.96
O -6.70 -0.02 -6.42
O -8.64 -0.52 -5.04
C -7.83 -0.49 -3.87
I -8.74 -1.46 -2.24
N -3.24 2.06 -4.04
C -3.01 0.64 -4.09
C -3.26 -0.04 -5.30
C -3.06 -1.43 -5.41
C -2.61 -2.17 -4.29
C -2.34 -1.48 -3.07
C -2.53 -0.07 -2.97
H -5.78 3.01 -4.15
H -5.98 3.11 -2.42
H -5.50 0.45 -3.78
H -6.02 0.74 -2.16
H -8.22 1.42 -2.94
H -6.94 -1.07 -4.06
H -3.62 2.35 -4.93
H -3.63 0.51 -6.15
H -3.25 -1.90 -6.35
H -2.47 -3.23 -4.35
H -1.99 -2.02 -2.21
H -2.30 0.46 -2.07
C -6.14 -6.91 -0.53
C -5.90 -6.06 -1.76
O -4.62 -5.42 -1.76
C -3.57 -6.17 -2.06
O -3.58 -7.34 -2.32
O -2.50 -5.38 -2.06
C -1.25 -6.04 -2.31
H -5.99 -6.32 0.37
H -7.16 -7.29 -0.54
H -5.46 -7.76 -0.51
H -6.61 -5.24 -1.80
H -6.01 -6.64 -2.68
H -1.30 -6.62 -3.23
H -0.99 -6.69 -1.48
H -0.52 -5.25 -2.41
C -0.39 4.29 -1.23
C -1.64 4.84 -0.57
O -1.33 5.64 0.59
C -0.90 6.87 0.34
O -0.79 7.39 -0.74
O -0.63 7.46 1.51
C -0.13 8.80 1.39
H 0.21 3.74 -0.51
H -0.67 3.62 -2.04
H 0.22 5.09 -1.64
H -2.25 4.03 -0.19
H -2.24 5.42 -1.26
H -0.79 9.41 0.78
H 0.86 8.79 0.95
H -0.08 9.18 2.40
C 1.51 -0.36 2.12
C 0.50 -0.07 1.04
O 0.05 -1.29 0.41
C -0.78 -2.05 1.11
O -1.18 -1.84 2.22
O -1.08 -3.12 0.37
C -1.92 -4.08 1.01
H 2.33 -0.96 1.72
H 1.93 0.57 2.51
H 1.06 -0.90 2.95
H 0.94 0.50 0.23
H -0.35 0.49 1.42
H -2.84 -3.61 1.37
H -1.40 -4.56 1.83
H -2.17 -4.80 0.24
C 6.02 1.60 7.40
C 4.95 1.84 6.35
O 4.48 0.62 5.76
C 3.62 -0.08 6.50
O 3.19 0.23 7.57
O 3.31 -1.19 5.82
C 2.41 -2.07 6.51
H 6.84 1.02 6.97
H 6.41 2.55 7.75
H 5.62 1.05 8.25
H 5.35 2.41 5.52
H 4.10 2.39 6.77
H 1.52 -1.54 6.84
H 2.91 -2.51 7.38
H 2.15 -2.84 5.80
C -2.67 0.99 10.08
C -3.00 -0.41 9.61
O -3.25 -0.47 8.20
C -2.16 -0.44 7.43
O -1.02 -0.42 7.81
O -2.56 -0.48 6.16
C -1.49 -0.42 5.21
H -3.46 1.69 9.78
H -2.58 1.02 11.16
H -1.73 1.34 9.65
H -3.92 -0.76 10.07
H -2.21 -1.11 9.87
H -0.74 -1.18 5.42
H -1.02 0.57 5.23
H -1.92 -0.60 4.23
C 2.62 -3.82 2.10
C 2.49 -3.80 0.59
O 3.72 -4.15 -0.07
C 3.99 -5.45 -0.09
O 3.30 -6.34 0.33
O 5.16 -5.62 -0.71
C 5.61 -6.97 -0.79
H 3.45 -3.18 2.42
H 1.70 -3.46 2.56
H 2.82 -4.83 2.46
H 2.26 -2.80 0.23
H 1.69 -4.46 0.25
H 4.85 -7.60 -1.24
H 5.86 -7.35 0.20
H 6.50 -6.95 -1.41
C -1.34 -3.51 -11.18
C -0.70 -3.48 -9.80
O -1.62 -3.86 -8.77
C -1.84 -5.17 -8.67
O -1.33 -6.03 -9.34
O -2.73 -5.37 -7.70
C -3.10 -6.74 -7.53
H -2.24 -2.89 -11.19
H -0.64 -3.12 -11.92
H -1.61 -4.52 -11.46
H -0.41 -2.46 -9.54
H 0.18 -4.11 -9.76
H -2.23 -7.37 -7.39
H -3.67 -7.09 -8.39
H -3.72 -6.77 -6.65
C 8.25 7.99 5.83
C 7.34 7.32 6.84
O 7.91 6.10 7.36
C 8.85 6.26 8.28
O 9.24 7.31 8.74
O 9.29 5.05 8.63
C 10.35 5.06 9.59
H 8.50 7.30 5.03
H 7.75 8.86 5.40
H 9.17 8.33 6.30
H 6.41 7.01 6.38
H 7.11 7.99 7.67
H 10.08 5.64 10.47
H 11.26 5.46 9.15
H 10.50 4.02 9.87
C 1.92 6.14 -5.51
C 1.47 4.72 -5.77
O 2.57 3.82 -5.95
C 3.18 3.44 -4.82
O 2.87 3.77 -3.71
O 4.18 2.63 -5.14
C 4.95 2.17 -4.03
H 2.59 6.48 -6.30
H 1.06 6.80 -5.47
H 2.45 6.21 -4.56
H 0.91 4.66 -6.70
H 0.82 4.35 -4.97
H 4.31 1.72 -3.28
H 5.51 3.00 -3.59
H 5.64 1.43 -4.43

# 3
146
Properties=species:S:1:pos:R:3 method="wB97M-V/def2-TZVPD" orbital_gap_ha=0.2309 spin_multiplicity=1 total_charge=+1
C -2.81 -0.08 7.19
C -3.60 1.03 6.35
C -4.72 0.33 5.48
C -5.11 1.10 4.15
C -3.84 1.49 3.27
C -3.96 0.79 1.87
C -4.59 1.53 0.78
C -5.13 2.98 0.99
C -4.00 4.08 1.07
O -4.15 4.95 1.90
C -4.73 0.84 -0.52
C -5.43 1.59 -1.69
O -6.62 1.62 -1.75
O -4.64 2.21 -2.67
C -3.93 3.31 -2.07
C -3.02 4.09 -3.10
C -1.76 3.19 -3.40
I -4.10 4.75 -4.85
C -4.21 -0.55 -0.63
C -4.42 -1.25 -2.01
C -3.07 -1.65 -2.72
C -2.44 -0.46 -3.58
N -0.99 -0.37 -3.35
C -0.18 -1.07 -4.37
C 0.82 -2.12 -3.79
C 0.89 -3.46 -4.38
C 1.81 -4.47 -3.87
C 2.70 -4.21 -2.74
C 2.62 -2.83 -2.11
C 1.70 -1.81 -2.65
O 1.72 -0.56 -2.04
C -3.59 -1.20 0.53
C -3.12 -2.67 0.35
C -1.56 -2.92 0.48
C -1.30 -3.89 1.70
Cl 0.48 -4.10 2.05
N -3.47 -0.51 1.75
N -2.90 -1.21 2.79
C -1.48 -0.86 3.08
C -0.76 0.09 2.05
H -2.96 0.17 8.27
H -3.13 -1.12 6.97
H -1.70 -0.03 6.98
H -2.89 1.67 5.78
H -4.12 1.70 7.09
H -4.41 -0.74 5.31
H -5.65 0.30 6.12
H -5.66 2.05 4.40
H -5.76 0.44 3.52
H -3.85 2.61 3.18
H -2.85 1.23 3.72
H -5.90 3.29 0.24
H -5.64 2.99 1.99
H -3.08 4.10 0.42
H -4.65 4.01 -1.56
H -3.22 2.96 -1.25
H -2.64 4.98 -2.52
H -1.11 3.63 -4.20
H -2.10 2.16 -3.67
H -1.19 3.09 -2.43
H -5.08 -0.70 -2.72
H -4.95 -2.23 -1.78
H -2.30 -2.07 -2.02
H -3.32 -2.48 -3.45
H -2.99 0.48 -3.30
H -2.66 -0.65 -4.66
H -0.71 -0.72 -2.43
H -0.79 -1.60 -5.15
H 0.44 -0.29 -4.91
H 0.23 -3.73 -5.25
H 1.80 -5.47 -4.36
H 3.38 -5.00 -2.36
H 3.28 -2.61 -1.22
H 2.61 -0.43 -1.66
H -3.61 -3.26 1.18
H -3.47 -3.15 -0.60
H -1.24 -3.51 -0.44
H -0.93 -2.00 0.49
H -1.88 -3.63 2.62
H -1.67 -4.90 1.37
H -3.50 -1.23 3.62
H -0.86 -1.79 3.18
H -1.43 -0.39 4.11
H -1.05 -0.05 0.98
H 0.34 -0.08 2.15
H -0.94 1.15 2.39
C 8.01 -3.16 0.14
C 7.02 -4.23 -0.31
O 6.14 -3.79 -1.33
C 6.75 -3.37 -2.54
C 7.57 -4.45 -3.21
H 7.48 -2.27 0.48
H 8.63 -3.53 0.95
H 8.67 -2.85 -0.68
H 6.40 -4.51 0.54
H 7.54 -5.14 -0.63
H 7.36 -2.47 -2.36
H 5.94 -3.06 -3.21
H 8.40 -4.78 -2.59
H 7.98 -4.09 -4.16
H 6.95 -5.33 -3.42
C 6.76 1.58 -2.88
C 6.46 0.97 -1.52
O 7.60 0.48 -0.85
C 8.62 1.43 -0.55
C 8.15 2.56 0.34
H 7.27 0.86 -3.52
H 5.84 1.90 -3.37
H 7.41 2.46 -2.79
H 5.80 0.11 -1.67
H 5.92 1.67 -0.89
H 9.06 1.81 -1.48
H 9.41 0.88 -0.04
H 7.36 3.16 -0.14
H 8.98 3.23 0.57
H 7.74 2.17 1.27
C 7.85 4.61 5.53
C 7.77 3.54 4.47
O 8.99 3.34 3.77
C 10.11 2.94 4.54
C 9.91 1.62 5.27
H 8.17 5.56 5.10
H 6.88 4.75 6.01
H 8.57 4.36 6.32
H 7.03 3.83 3.72
H 7.42 2.59 4.89
H 10.39 3.74 5.24
H 10.94 2.84 3.84
H 9.09 1.68 6.00
H 10.81 1.35 5.81
H 9.66 0.83 4.56
C -11.14 -0.25 -4.97
C -11.46 -0.87 -3.62
O -10.33 -1.39 -2.95
C -9.29 -0.47 -2.64
C -9.74 0.68 -1.75
H -10.64 -0.98 -5.62
H -12.05 0.09 -5.46
H -10.47 0.60 -4.88
H -12.14 -1.70 -3.77
H -11.99 -0.15 -2.98
H -8.84 -0.09 -3.57
H -8.51 -1.04 -2.13
H -10.50 1.29 -2.22
H -8.89 1.32 -1.51
H -10.15 0.29 -0.81

no.,E_tot (eV)
1,-102914.9205
2,-136048.7782
3,-91594.1787